This record from the OMol25 dataset describes a 14-piece molecular cluster, C54H138N13O16 overall. The level of theory is the ωB97M-V functional and the def2-TZVPD basis.

Values from the calculation:
**Kohn-Sham gap**: 7.11 eV
**Total charge**: -1
**LUMO**: 1.3 eV
**Energy**: -110361.945 eV

Geometry (Å):
N: 17.086 11.811 13.424
H: 16.753 11.989 12.469
H: 18.026 11.551 13.112
H: 16.514 11.084 13.833
H: 17.141 13.106 14.643
C: 18.684 16.655 15.326
C: 18.155 17.435 16.448
C: 16.829 16.907 17.023
O: 16.158 17.619 17.814
C: 16.466 15.543 16.743
C: 17.109 14.869 15.691
C: 18.254 15.410 14.988
O: 18.769 14.602 14.077
O: 16.769 13.622 15.450
O: 18.697 18.526 16.820
H: 19.520 17.205 14.968
H: 15.662 15.053 17.180
C: 16.474 18.160 21.510
C: 17.777 17.509 21.089
C: 17.551 16.073 20.566
O: 16.850 15.311 21.587
C: 16.829 13.924 21.088
N: 18.530 18.204 20.062
H: 15.826 18.345 20.634
H: 16.667 19.176 21.863
H: 16.069 17.581 22.283
H: 18.442 17.466 21.977
H: 18.468 15.586 20.382
H: 16.897 16.067 19.707
H: 16.596 13.964 20.024
H: 16.025 13.302 21.477
H: 17.783 13.435 21.263
H: 18.018 18.660 19.326
H: 19.315 17.682 19.699
C: 13.165 11.600 12.166
C: 13.335 13.113 11.988
C: 13.378 13.775 13.366
O: 13.188 15.200 13.276
C: 13.346 15.876 14.509
N: 14.567 13.271 11.252
H: 13.994 11.263 12.798
H: 13.357 11.043 11.235
H: 12.267 11.278 12.673
H: 12.493 13.520 11.426
H: 14.341 13.593 13.847
H: 12.559 13.363 14.002
H: 14.283 15.642 15.058
H: 12.493 15.662 15.183
H: 13.395 16.923 14.318
H: 14.872 14.227 11.252
H: 14.315 13.137 10.261
C: 14.974 11.198 17.933
C: 16.504 11.190 18.104
C: 16.890 10.270 19.252
O: 16.393 10.662 20.509
C: 17.220 10.305 21.555
N: 17.136 10.736 16.881
H: 14.455 11.519 18.819
H: 14.671 10.209 17.607
H: 14.753 11.846 17.100
H: 16.852 12.211 18.347
H: 17.987 10.167 19.220
H: 16.448 9.264 19.005
H: 16.640 10.365 22.474
H: 18.152 10.954 21.551
H: 17.580 9.251 21.451
H: 16.898 11.415 16.166
H: 18.132 10.823 17.042
C: 26.484 17.204 13.157
C: 25.195 17.146 14.074
C: 24.237 16.026 13.699
O: 23.210 15.914 14.645
C: 22.131 15.137 14.162
N: 25.583 17.179 15.488
H: 27.128 17.994 13.515
H: 26.280 17.447 12.126
H: 26.998 16.252 13.133
H: 24.530 18.031 13.936
H: 24.798 15.070 13.630
H: 23.822 16.246 12.735
H: 21.390 15.108 14.943
H: 22.473 14.115 14.060
H: 21.737 15.508 13.206
H: 25.884 16.291 15.810
H: 24.784 17.391 16.113
C: 20.506 13.691 18.373
C: 21.308 14.960 18.603
C: 22.594 14.979 17.845
O: 23.287 13.749 18.104
C: 24.381 13.627 17.143
N: 20.516 16.199 18.408
H: 21.154 12.823 18.642
H: 20.225 13.620 17.328
H: 19.600 13.593 18.967
H: 21.610 14.972 19.664
H: 23.259 15.778 18.133
H: 22.388 14.996 16.775
H: 24.688 14.647 16.830
H: 24.081 13.312 16.145
H: 25.196 13.061 17.604
H: 21.161 16.949 18.241
H: 19.845 16.136 17.682
C: 17.753 17.054 11.440
C: 16.440 17.098 12.225
C: 15.476 17.984 11.561
O: 15.741 19.314 12.020
C: 14.743 20.235 11.558
N: 15.947 15.716 12.273
H: 17.560 16.648 10.461
H: 18.469 16.412 11.892
H: 18.224 18.020 11.369
H: 16.601 17.429 13.249
H: 14.409 17.753 11.794
H: 15.616 17.965 10.455
H: 15.086 21.212 11.835
H: 13.698 19.986 11.785
H: 14.814 20.203 10.462
H: 16.645 15.131 12.735
H: 15.115 15.681 12.833
C: 13.023 18.325 16.751
C: 13.523 19.607 17.434
C: 12.653 20.817 17.639
O: 12.080 21.298 16.364
C: 11.845 22.686 16.377
N: 14.057 19.317 18.782
H: 12.778 18.295 15.677
H: 12.174 17.892 17.353
H: 13.791 17.511 16.843
H: 14.413 20.014 16.919
H: 13.308 21.591 18.103
H: 11.802 20.626 18.287
H: 12.741 23.267 16.128
H: 11.337 23.019 17.289
H: 11.085 22.867 15.586
H: 13.364 18.699 19.188
H: 14.819 18.628 18.753
C: 22.718 17.981 20.668
C: 22.954 19.342 19.896
C: 21.874 19.499 18.786
O: 22.373 18.724 17.679
C: 22.181 19.257 16.381
N: 22.838 20.450 20.828
H: 23.470 17.756 21.467
H: 22.752 17.183 19.907
H: 21.769 17.876 21.223
H: 23.944 19.292 19.465
H: 21.697 20.564 18.447
H: 20.937 19.089 19.207
H: 22.779 18.567 15.776
H: 22.568 20.263 16.283
H: 21.175 19.177 16.071
H: 23.354 21.261 20.443
H: 23.331 20.141 21.679
C: 21.422 11.413 11.006
C: 20.764 12.549 11.788
C: 19.609 13.149 11.047
O: 20.187 13.865 9.947
C: 19.157 14.504 9.174
N: 20.272 11.924 13.033
H: 22.354 11.106 11.454
H: 21.645 11.673 9.986
H: 20.743 10.546 10.959
H: 21.493 13.297 12.066
H: 18.972 13.818 11.694
H: 18.955 12.263 10.781
H: 19.771 15.129 8.497
H: 18.558 15.218 9.741
H: 18.577 13.772 8.614
H: 19.988 12.690 13.662
H: 21.023 11.515 13.532
C: 10.332 14.403 17.152
C: 10.750 14.658 18.606
C: 12.286 14.780 18.668
O: 12.635 15.079 19.981
C: 13.992 14.943 20.135
N: 10.000 15.762 19.178
H: 10.620 15.277 16.542
H: 9.281 14.182 17.158
H: 10.902 13.547 16.702
H: 10.523 13.759 19.157
H: 12.653 15.566 18.005
H: 12.753 13.844 18.423
H: 14.255 13.864 20.228
H: 14.217 15.391 21.076
H: 14.583 15.421 19.366
H: 10.182 16.543 18.565
H: 10.482 16.036 20.036
C: 17.071 20.417 14.807
C: 16.747 21.820 15.256
C: 15.935 22.685 14.215
O: 15.678 23.803 14.982
C: 14.785 24.727 14.398
N: 15.984 21.744 16.521
H: 16.143 19.810 14.733
H: 17.596 19.879 15.599
H: 17.458 20.428 13.775
H: 17.706 22.356 15.398
H: 15.005 22.150 13.980
H: 16.451 22.892 13.243
H: 15.006 24.861 13.323
H: 14.839 25.671 14.902
H: 13.762 24.347 14.628
H: 15.989 22.629 16.964
H: 16.431 21.058 17.125
C: 22.681 16.475 10.255
C: 21.934 17.785 10.386
C: 21.581 18.211 11.881
O: 20.890 19.362 11.741
C: 20.603 20.089 12.967
N: 22.713 18.866 9.760
H: 23.657 16.524 10.763
H: 22.906 16.247 9.222
H: 22.080 15.642 10.640
H: 20.941 17.644 9.904
H: 22.495 18.475 12.410
H: 20.972 17.427 12.363
H: 21.476 20.530 13.470
H: 20.233 19.388 13.693
H: 19.831 20.867 12.845
H: 22.708 18.849 8.750
H: 22.403 19.761 10.127